Entry 1:
ORCA calculation (the ωB97M-V functional and the def2-TZVPD basis) on a structure of composition C42H42Cl3GeLaN6O4S.

Structure (XYZ):
```
100
Properties=species:S:1:pos:R:3:forces:R:3
La 1.0709 0.5249 1.3682 0.1 0.0 0.3
N 2.8055 -2.6723 -2.1414 -1.0 0.0 0.7
C 2.2931 -2.1290 -0.9718 1.4 0.3 0.0
S 0.9806 -1.0424 -1.1136 -0.9 0.2 -0.5
N 3.0136 -2.3918 0.0748 -0.3 -0.2 0.4
N 2.5882 -1.8271 1.2992 0.8 -1.1 -0.1
C 3.0871 -2.5095 2.2842 -0.2 1.8 0.5
C 3.0230 -2.0916 3.7008 -0.4 0.1 -1.2
C 3.5521 -2.9967 4.6064 0.4 -0.7 -0.1
C 3.6098 -2.7350 5.9275 1.7 -2.0 2.4
C 3.2842 -1.4965 6.4497 0.0 -0.5 0.3
C 2.7928 -0.5618 5.6412 -0.7 -0.1 -3.1
C 2.5522 -0.8495 4.1947 0.6 0.7 2.4
O 1.9988 0.0895 3.5341 -0.3 0.2 -1.2
H 2.3428 -2.4586 -2.9951 0.0 0.2 -0.3
H 3.7299 -3.0361 -2.1039 0.4 -0.2 -0.1
H 3.7481 -3.3723 2.1202 -0.5 0.1 -0.4
H 3.9986 -3.9352 4.2756 -0.3 0.1 -0.2
H 4.0937 -3.4931 6.6165 -0.7 0.8 -0.9
H 3.4085 -1.2663 7.4781 0.2 0.0 0.9
H 2.5633 0.4030 6.0109 -0.4 0.9 0.0
N -1.0879 1.8449 -0.0307 -1.1 -1.5 2.6
C -1.1757 3.0119 -0.7744 -0.3 -1.2 0.2
C -0.8605 4.1799 -0.1855 0.5 2.2 0.9
C -0.8852 5.3814 -0.9165 -0.4 1.5 0.5
C -1.1438 5.3863 -2.2489 0.0 1.5 -1.2
C -1.3600 4.1775 -2.9388 -0.1 -1.0 1.0
C -1.3458 4.0207 -4.3290 0.4 0.7 -1.5
C -1.3821 2.7765 -4.8784 -0.5 -1.1 -0.3
C -1.5730 1.6373 -4.0228 0.0 1.5 0.2
N -1.6710 1.7188 -2.7177 0.5 1.0 -0.3
C -1.4807 2.9714 -2.1660 0.4 -0.2 -0.6
H -1.3800 1.8883 1.0426 0.7 0.4 -2.7
H -1.5185 1.0103 -0.4452 0.1 0.6 -0.1
H -0.5434 4.2486 0.8561 -0.2 -0.4 -0.2
H -0.7800 6.4127 -0.4509 0.2 -1.7 -0.2
H -1.1409 6.3754 -2.7942 0.0 -1.3 0.4
H -1.1858 4.8807 -5.0290 -0.3 -0.6 1.0
H -1.3559 2.6132 -5.9754 0.1 0.2 0.9
H -1.6433 0.6714 -4.4571 -0.1 -0.8 -0.3
Cl -0.1691 3.5996 8.4007 -0.2 -0.1 -0.8
C -0.2980 3.2270 6.6622 -0.6 -0.7 0.7
C -1.2945 2.4183 6.1524 -2.3 -0.3 1.5
C -1.3855 2.0530 4.8329 -0.7 -1.0 -0.5
Cl -2.8181 1.0713 4.2451 1.6 1.1 0.6
C -0.3624 2.3828 3.9412 0.0 0.5 -0.9
O -0.3576 2.1657 2.6741 -0.1 -0.6 -0.2
C 0.6760 3.1497 4.5287 0.0 -0.4 -1.9
Cl 1.9552 3.6080 3.4277 -0.1 0.1 0.3
C 0.6865 3.5884 5.7955 2.3 1.4 1.1
H -2.1654 2.1075 6.7661 0.9 0.2 -0.1
H 1.5600 4.2000 6.0739 -0.6 -0.3 0.2
C -3.8032 -1.9214 -5.0659 -0.3 -0.2 1.2
C -4.2315 -2.8167 -3.8934 -0.3 -0.6 -1.0
C -5.0257 -3.9651 -4.1274 0.6 0.6 1.1
C -5.3144 -4.8498 -3.0821 -0.7 0.5 -1.8
C -4.8500 -4.6041 -1.8450 1.8 1.1 1.7
C -4.0485 -3.4990 -1.5767 -0.1 1.8 -1.4
N -3.5309 -3.2069 -0.3067 -1.2 -0.7 -0.4
C -2.3301 -3.7680 0.0563 0.2 2.1 0.5
C -1.7829 -4.9052 -0.5393 -1.0 -0.2 -0.6
C -0.5815 -5.3529 -0.0867 1.3 0.2 0.1
C 0.1368 -4.6145 0.8633 0.2 -2.0 -0.7
C -0.3184 -3.4310 1.3092 -1.3 1.6 1.1
C -1.5898 -2.9496 0.9414 1.5 -1.9 0.0
C -1.9260 -1.5721 1.4233 0.6 -0.2 -0.6
O -3.0661 -1.1187 1.2564 -0.4 0.5 0.0
O -0.9145 -0.9591 1.8842 -0.1 1.0 0.1
C -3.7595 -2.5475 -2.6129 0.2 -0.6 1.4
C -2.8528 -1.3656 -2.2940 1.5 0.5 -1.9
H -4.2172 -2.1783 -6.0302 0.1 -0.6 -0.2
H -2.7043 -1.9170 -5.0551 -0.3 0.3 -0.5
H -4.2007 -0.9349 -4.8593 0.3 0.5 0.0
H -5.4167 -4.1189 -5.1057 -0.2 -0.2 -0.6
H -5.9990 -5.6623 -3.1952 -0.2 -0.6 -0.5
H -4.9545 -5.2344 -1.0024 -0.6 -0.9 0.6
H -3.6207 -2.2370 0.0418 0.0 -0.4 0.0
H -2.3034 -5.3786 -1.3861 0.2 0.1 0.6
H -0.0523 -6.1960 -0.5325 -0.5 0.0 0.1
H 1.0252 -5.1021 1.2014 0.8 0.3 0.3
H 0.1940 -2.7727 2.0137 0.2 -0.6 -0.3
H -1.8570 -1.6535 -1.8607 -0.8 -0.2 -0.5
H -3.1598 -0.6021 -1.5815 -0.8 -0.2 0.0
H -2.6119 -0.8110 -3.2831 -0.4 -0.8 1.9
C 1.9226 3.2481 -2.6366 0.0 1.1 -0.7
Ge 3.4315 2.6267 -1.5424 -0.3 -0.1 0.1
C 4.1129 1.0287 -2.4682 -0.3 -0.5 -0.8
C 4.8060 4.0257 -1.7974 2.0 -0.4 1.3
C 2.8701 2.2864 0.2480 0.0 0.2 1.0
H 2.1558 3.6428 -3.6308 0.6 -0.4 -0.2
H 1.3939 4.1214 -2.2563 -0.1 -0.1 0.7
H 1.1862 2.4864 -2.8051 -0.4 -0.7 0.1
H 4.5678 0.3654 -1.7329 0.2 -0.1 -0.1
H 4.8338 1.2767 -3.2765 -0.2 -0.1 0.6
H 3.2901 0.4444 -2.9496 0.5 0.5 0.5
H 5.3519 3.7899 -2.6906 0.1 -0.1 -0.9
H 5.6905 4.1394 -1.0490 -1.9 -0.1 -0.7
H 4.3041 4.9534 -1.9590 -0.2 0.9 0.1
H 3.0247 3.1891 0.8926 -0.5 -0.1 -0.7
H 3.6749 1.6906 0.6901 0.4 -0.7 0.0
```
Positions in Å, forces in eV/Å.

Values from the calculation:
HOMO level ... -2.5 eV
HOMO-LUMO gap ... 6.49 eV
ΔE to the lowest compared entry with this formula, charge and spin ... 21.34 kcal per mole
Charge ... -2

Entry 2:
ORCA calculation (the ωB97M-V functional and the def2-TZVPD basis) on a structure of composition C7H3NNaO5S.

Structure (XYZ):
```
18
Properties=species:S:1:pos:R:3:forces:R:3
O 2.4229 -0.9196 1.0332 0.3 0.0 -0.2
C 1.9018 -0.7262 -0.0507 -0.2 -0.4 1.2
O 2.5054 -0.0156 -0.9937 -0.7 0.2 -0.6
C 0.4857 -1.1693 -0.3125 0.8 0.8 -0.9
C -0.3142 0.0379 0.0535 -0.3 0.8 0.4
C -1.3261 0.6189 -0.5844 0.1 -0.5 -0.4
N -2.0318 0.1050 -1.6928 -0.6 0.1 1.0
C -3.0280 -0.5042 -1.2738 0.6 0.4 -0.4
S -4.2072 -1.2459 -0.6314 -0.4 -0.2 -0.2
C -1.4595 1.9845 0.0330 1.0 0.8 -1.3
O -1.4997 2.9612 -0.6368 -1.1 0.3 0.5
O -1.0014 1.9487 1.3377 0.5 -0.6 -1.0
C -0.2708 0.7585 1.3589 -1.6 -1.3 1.5
O -0.0507 0.2159 2.3949 1.2 0.4 0.2
H 2.8947 0.7786 -0.6073 0.5 0.0 0.0
H 0.2476 -2.0854 0.2054 -0.1 -0.1 0.2
H 0.4142 -1.2355 -1.3930 -0.4 -0.5 -0.2
Na 4.3172 -1.5076 1.7597 0.2 -0.1 0.3
```
Positions in Å, forces in eV/Å.

Values from the calculation:
HOMO level ... -12.8 eV
HOMO-LUMO gap ... 8.25 eV
Charge ... +1

Entry 3:
ORCA calculation (the ωB97M-V functional and the def2-TZVPD basis) on a structure of composition C4H7O2P.

Structure (XYZ):
```
14
Properties=species:S:1:pos:R:3:forces:R:3
C -1.4387 0.2129 0.1671 -0.2 2.2 1.1
C -0.1344 0.7007 0.8513 0.7 1.0 1.4
C 1.0320 1.1569 -0.1872 -1.1 1.9 0.8
C -1.3918 -1.0242 -0.2455 3.0 -1.1 -0.3
O 0.4446 -0.4151 1.5031 -0.1 -0.5 -1.3
O 1.7480 -0.0419 -0.3618 -0.5 0.2 -1.6
P 0.7444 -1.2600 0.0547 -0.6 -3.6 0.8
H -2.2263 0.9990 0.2680 0.2 -1.1 -0.7
H -0.2727 1.4097 1.6849 -0.4 0.2 -0.9
H 1.7853 1.8911 0.2532 -1.3 -0.7 -0.5
H 0.4823 1.6423 -1.1038 1.4 -1.3 1.2
H -2.0239 -1.7593 -0.7710 0.3 0.8 0.4
H 0.9733 -1.9081 -1.1973 -0.3 0.1 -0.2
H 1.4593 -2.4613 0.7241 -1.2 1.9 -0.3
```
Positions in Å, forces in eV/Å.

Values from the calculation:
HOMO level ... -9.4 eV
HOMO-LUMO gap ... 10.35 eV
ΔE to the lowest compared entry with this formula, charge and spin ... 87.73 kcal per mole
Charge ... 0

Entry 4:
ORCA calculation (the ωB97M-V functional and the def2-TZVPD basis) on a structure of composition C31H25BrMoN6O3S.

Structure (XYZ):
```
68
Properties=species:S:1:pos:R:3:forces:R:3
Mo -0.0101 0.2153 0.1696 0.4 0.4 -1.7
C -1.5947 3.0441 3.1426 0.1 -0.2 -0.1
C -0.6831 2.2381 2.2733 -1.7 -1.3 0.0
N -1.0512 1.0749 1.7534 0.7 1.9 1.3
N -2.2837 0.6276 2.0454 -1.3 -0.1 0.5
C -2.4685 -0.5248 1.4443 0.8 0.8 0.2
O -1.4961 -0.9832 0.7370 -0.2 -1.2 0.3
C -3.7003 -1.2997 1.5756 -0.3 -0.3 -0.1
C -4.8514 -0.7576 2.1471 0.2 0.0 0.0
C -5.9918 -1.5312 2.2534 -0.1 0.0 0.0
C -5.9981 -2.8402 1.7921 0.0 0.0 0.0
C -4.8584 -3.3781 1.2154 -0.1 -0.1 0.0
C -3.7158 -2.6121 1.0987 0.2 0.2 0.0
C 0.6149 2.6367 1.9028 1.7 0.3 -0.5
C 1.2609 3.7878 2.4044 -0.6 -0.5 -0.1
C 2.5607 4.0473 2.0650 0.4 -0.4 -0.4
C 3.2050 3.1572 1.1967 -0.3 0.4 0.4
C 2.5091 2.0742 0.7118 0.5 -0.3 -0.2
N 1.2432 1.7841 1.0305 -0.3 1.1 0.7
H -2.4365 2.4243 3.4393 0.0 0.1 0.0
H -1.9705 3.9046 2.5899 0.0 0.1 0.0
H -1.0743 3.4040 4.0268 0.0 0.1 0.1
H -4.8410 0.2654 2.4901 0.0 0.1 0.0
H -6.8846 -1.1163 2.6989 0.0 0.1 0.0
H -6.8958 -3.4365 1.8713 -0.1 0.0 0.0
H -4.8559 -4.3961 0.8544 0.0 -0.1 0.0
H -2.8248 -3.0154 0.6411 0.1 0.0 -0.1
H 0.7177 4.4490 3.0578 -0.1 0.0 0.1
H 3.0838 4.9042 2.4620 0.0 0.1 0.0
H 4.2269 3.3186 0.8975 0.1 -0.1 0.0
H 2.9896 1.3775 0.0377 -0.2 0.1 0.0
O 1.5421 0.2174 -1.0199 0.5 0.7 0.4
C 2.0873 -0.6555 -1.8333 0.1 -1.1 -1.0
C 3.4626 -0.5930 -2.1231 -0.2 0.1 0.2
C 4.0706 -1.5491 -2.9053 0.0 0.0 0.0
C 3.3235 -2.5778 -3.4667 -0.1 -0.1 -0.1
C 1.9615 -2.6232 -3.2604 0.1 0.1 0.0
C 1.3288 -1.6911 -2.4400 0.4 0.5 0.3
C -0.1152 -1.7152 -2.2658 -0.5 0.5 0.1
N -0.6758 -0.7726 -1.5107 1.0 -0.3 -0.7
N -1.9547 -0.4641 -1.7825 -1.5 0.3 -0.4
C -2.2751 0.6982 -1.2850 0.0 -1.2 -1.4
O -1.3683 1.4345 -0.7250 0.3 0.4 1.1
C -3.6539 1.1831 -1.3872 -0.3 0.2 0.0
C -4.6408 0.4014 -1.9869 0.1 0.1 0.0
C -5.9349 0.8777 -2.0829 -0.1 0.0 0.0
C -6.2606 2.1250 -1.5694 0.0 0.0 0.0
C -5.2895 2.8892 -0.9410 -0.2 0.0 0.0
C -3.9926 2.4213 -0.8438 0.2 -0.1 -0.1
H 4.0405 0.2121 -1.6979 0.1 0.1 0.1
H 5.1361 -1.5016 -3.0792 0.1 0.0 0.0
H 3.8025 -3.3416 -4.0582 0.1 0.0 -0.1
H 1.3634 -3.3959 -3.7205 -0.1 -0.1 0.1
H -0.7055 -2.0720 -3.1099 0.0 0.1 0.3
H -4.3677 -0.5685 -2.3724 0.0 -0.1 0.0
H -6.6978 0.2786 -2.5614 0.0 0.0 0.0
H -7.2722 2.4982 -1.6519 0.0 0.0 0.0
H -5.5517 3.8536 -0.5294 0.0 0.1 0.0
H -3.2316 3.0096 -0.3509 0.1 0.0 0.0
S 2.7465 -3.0810 1.9250 -0.4 0.7 -0.1
C 2.3364 -1.9397 3.1473 0.0 -0.1 -0.1
C 1.5371 -0.9697 2.6442 0.2 0.0 0.6
N 1.2352 -1.1043 1.3152 0.6 -1.1 0.1
C 1.8210 -2.1695 0.8168 0.1 -0.2 0.3
H 2.6937 -2.0580 4.1508 0.0 0.1 0.2
H 1.1504 -0.1294 3.2035 -0.1 -0.1 -0.1
H 1.7169 -2.4912 -0.2001 -0.1 -0.1 -0.2
Br -0.4350 -3.7699 -1.0585 -0.1 -0.6 0.1
```
Positions in Å, forces in eV/Å.

Values from the calculation:
HOMO level (spin up / spin down) ... -6.7 / -6.9 eV
HOMO-LUMO gap (spin up / spin down) ... 5.47 / 5.35 eV
ΔE to the lowest compared entry with this formula, charge and spin ... 21.33 kcal per mole
Charge ... 0

Entry 5:
ORCA calculation (the ωB97M-V functional and the def2-TZVPD basis) on the molecule C5H7FS.

Structure (XYZ):
```
14
Properties=species:S:1:pos:R:3:forces:R:3
F 0.6092 -3.3135 0.6056 0.4 -0.3 -0.2
C -0.2590 -2.3523 0.2731 -0.6 -1.5 -0.6
C -0.3921 -1.3171 1.0497 0.6 2.0 0.8
S -1.6196 -0.0938 0.6516 -0.1 -0.7 0.4
C -0.6944 1.2000 -0.1225 0.5 1.1 -0.4
C 0.7785 1.5064 0.1326 -1.1 -0.3 0.2
C 0.2968 1.0254 -1.2292 0.5 -0.3 0.4
H -0.8882 -2.6383 -0.5839 0.4 0.4 0.4
H 0.3312 -1.1537 1.8872 -0.9 -0.2 -0.7
H -1.3669 2.0596 -0.2239 0.3 -0.3 0.1
H 1.0494 2.5378 0.2837 0.0 0.2 -0.1
H 1.2582 0.8202 0.8280 0.2 0.0 -0.5
H 0.5866 0.0115 -1.4740 -0.1 -0.1 -0.1
H 0.3104 1.7077 -2.0780 -0.1 -0.1 0.3
```
Positions in Å, forces in eV/Å.

Values from the calculation:
HOMO level ... -8.6 eV
HOMO-LUMO gap ... 9.57 eV
Structure (SMILES) ... F/C=C/SC1CC1
ΔE to the lowest compared entry with this formula, charge and spin ... 31.25 kcal per mole
Charge ... 0